Entry 1:
Density functional theory data (ωB97M-V/def2-TZVPD) for a molecular structure, C31H38BeN2P2 at a distorted geometry.

```
74
C31H38BeN2P2 | the Open Molecules 2025 dataset | ωB97M-V/def2-TZVPD
C 0.40122 2.72534 -4.43206
C -0.86630 2.25761 -4.09954
C -1.02075 1.26256 -3.11082
C 0.10621 0.81012 -2.44310
C 1.37974 1.21776 -2.83296
C 1.54214 2.22804 -3.78913
C -2.39753 0.75601 -2.78296
C -2.51823 -0.73548 -2.38287
N -2.59034 -1.63863 -3.48681
Be 0.24433 0.03621 -0.85999
C 2.55390 0.54553 -2.14851
P 1.95621 -1.16420 -1.65894
H -1.76517 2.65361 -4.58830
H 2.54040 2.61283 -4.01343
H 0.50834 3.48993 -5.19208
H 2.79958 1.05972 -1.20985
H 3.44387 0.45424 -2.78233
H -2.79975 1.33518 -1.93069
H -3.06828 0.92778 -3.63781
H -1.69899 -1.01743 -1.68239
C 3.36934 -1.94858 -0.85071
C 2.01605 -1.92307 -3.31570
H -3.46184 -0.86758 -1.82585
C -1.59379 -1.64682 -4.51052
C -3.27154 -2.89112 -3.29752
H -0.18657 -1.79072 0.23178
H -1.98239 -2.23173 -5.35607
H -1.36192 -0.63043 -4.85049
H -0.64986 -2.12709 -4.18927
H -3.48461 -3.33017 -4.28253
H -2.67798 -3.62777 -2.72511
H -4.21635 -2.73009 -2.76291
H 3.05468 -1.87329 -3.66965
H 1.68616 -2.96851 -3.25733
H 1.37290 -1.37617 -4.01252
H 4.25348 -1.82506 -1.48830
H 3.54066 -1.50100 0.13255
H 3.15076 -3.01703 -0.72353
H -0.54034 -2.35978 -0.15431
N 0.63036 0.87114 0.33284
P 0.32756 0.77418 1.85478
C -1.20123 -0.13025 2.19771
C -2.21517 -0.08700 1.22460
C -3.38050 -0.82627 1.40717
C -3.58251 -1.52411 2.59965
C -2.61309 -1.48978 3.61256
C -1.41179 -0.79851 3.41694
C 1.59049 -0.09905 2.83948
C 2.21144 0.43670 3.98383
C 3.18941 -0.30473 4.66475
C 3.54085 -1.58484 4.21449
C 2.93703 -2.11149 3.06865
C 1.96583 -1.37652 2.38752
C 0.06990 2.32282 2.74168
C -1.12415 2.59831 3.43231
C -1.16290 3.66870 4.32799
C -0.05213 4.50515 4.47394
C 1.08567 4.30556 3.68506
C 1.14471 3.22221 2.80638
H -2.08625 0.52704 0.33018
H -4.13498 -0.83512 0.61330
H -4.50638 -2.08691 2.75271
H -2.79544 -1.99570 4.56308
H -0.66034 -0.76602 4.21318
H 1.93469 1.42740 4.35014
H 3.68233 0.12710 5.53548
H 4.30101 -2.16328 4.74706
H 3.21992 -3.09466 2.69216
H 1.48513 -1.78380 1.49761
H -1.99013 1.94289 3.31364
H -2.06406 3.83428 4.92478
H -0.07921 5.32309 5.19919
H 1.94174 4.98035 3.76540
H 2.03470 3.04037 2.20234
```

Kohn-Sham gap   8.007 eV
Energy relative to the best compared isomer or geometry (same formula, charge and spin)   0.1395 eV
Net charge   0
Multiplicity   1
E   -2011.02128 Ha
HOMO energy   -7.38 eV

=====

Entry 2:
Density functional theory data (ωB97M-V/def2-TZVPD) for a molecular structure, C31H38ClLiN4O3S.

```
79
C31H38ClLiN4O3S | the Open Molecules 2025 dataset | ωB97M-V/def2-TZVPD
Li -0.56592 -2.33389 1.52932
C -6.89067 -0.31346 4.06721
C -5.95673 -1.21295 3.29617
C -5.72957 -2.52360 3.70336
C -4.83951 -3.35594 3.03145
C -4.64330 -4.78911 3.46170
C -4.14144 -2.85218 1.93283
C -4.38897 -1.55582 1.47500
C -3.71576 -1.02297 0.22944
C -5.29340 -0.75425 2.16571
C -3.07526 -3.70278 1.26189
O -3.40023 -4.63911 0.54348
O -1.86594 -3.34206 1.53775
H -7.58272 -0.89721 4.67485
H -7.47530 0.32159 3.39920
H -6.33151 0.33920 4.74263
H -6.26459 -2.91009 4.56786
H -5.18393 -4.99977 4.38328
H -3.58470 -5.01301 3.61357
H -4.99615 -5.46413 2.68160
H -3.38419 -1.83442 -0.41901
H -2.83966 -0.41839 0.48102
H -4.40369 -0.39204 -0.33824
H -5.49311 0.25328 1.80093
C 4.06743 -0.59439 -4.73381
C 3.18378 0.33365 -3.89118
C 1.70951 0.07084 -4.24078
C 3.49204 1.78652 -4.27579
C 3.42112 0.11978 -2.35529
O 2.44426 0.85202 -1.62158
C 4.84196 0.55112 -1.94893
C 5.20576 0.44471 -0.45535
C 4.55970 1.49935 0.41783
C 3.72587 1.14651 1.47313
C 3.13362 2.10858 2.27948
C 3.37936 3.44646 2.02815
Cl 2.64423 4.66108 3.03196
C 4.20835 3.83113 0.98739
C 4.79500 2.85500 0.19195
C 3.17617 -1.38002 -2.02149
N 2.62293 -1.64085 -0.69254
C 1.42637 -1.31081 -0.20195
N 1.27683 -1.83937 1.00513
C 2.44801 -2.51906 1.19556
N 3.28941 -2.42820 0.19389
H 3.84966 -0.43526 -5.79336
H 3.88487 -1.65206 -4.51927
H 5.13113 -0.39238 -4.58502
H 1.52175 0.37293 -5.27388
H 1.05003 0.64556 -3.58962
H 1.43517 -0.98479 -4.16265
H 3.18493 1.95703 -5.30994
H 4.55724 2.01597 -4.21288
H 2.94040 2.49417 -3.64932
H 2.77057 1.73778 -1.42678
H 4.97845 1.59094 -2.25315
H 5.55582 -0.04265 -2.52335
H 6.29043 0.55123 -0.37850
H 4.96650 -0.54341 -0.06705
H 3.52437 0.09787 1.66982
H 2.47396 1.82132 3.08854
H 4.39698 4.88211 0.80651
H 5.45603 3.16218 -0.61357
H 4.10817 -1.93288 -2.06410
H 2.49529 -1.81346 -2.74598
H 0.73086 -0.64844 -0.69766
H 2.67786 -3.07392 2.09399
S -0.42332 1.20802 1.17716
C -1.77168 1.99564 0.57804
N -2.76258 2.39394 1.43160
C -3.90456 3.03146 1.06242
C -4.13257 3.32714 -0.23707
C -3.15239 2.94326 -1.18420
C -2.02010 2.29257 -0.79467
H -2.60080 2.16785 2.40191
H -4.59665 3.27491 1.85545
H -5.04083 3.83089 -0.53534
H -3.31001 3.16813 -2.23246
H -1.27037 1.97541 -1.50437
```

Kohn-Sham gap   7.583 eV
Energy relative to the best compared isomer or geometry (same formula, charge and spin)   0.9252 eV
Net charge   0
Multiplicity   1
E   -2514.85206 Ha
HOMO energy   -7.74 eV

=====

Entry 3:
Density functional theory data (ωB97M-V/def2-TZVPD) for a molecular structure, C31H38N2P2Se4Si2V.

```
80
C31H38N2P2Se4Si2V | the Open Molecules 2025 dataset | ωB97M-V/def2-TZVPD
V 1.03590 -0.05859 -1.62411
C -1.10939 -4.43188 -1.22438
Si -0.35608 -3.02298 -2.20227
C 1.12192 -3.68164 -3.10745
C -1.72451 -2.41518 -3.31479
N 0.11034 -1.68203 -1.14752
P 0.35006 -1.52003 0.48255
C 1.09846 -0.02448 0.56720
P 0.35515 1.47345 0.44761
N 0.28917 1.69227 -1.18002
Si 0.15575 3.14772 -2.16536
C 1.77825 3.53096 -2.97733
C -0.27392 4.63421 -1.10783
C -1.27549 2.95273 -3.35085
C 1.33427 2.77427 1.23654
C 0.76993 3.79214 2.00008
C 1.57492 4.78328 2.54494
C 2.94315 4.76765 2.32154
C 3.51378 3.75168 1.56425
C 2.71505 2.75209 1.03257
C -1.30810 1.64116 1.13656
C -2.38893 1.94020 0.31439
C -3.66740 2.03828 0.84937
C -3.87093 1.81778 2.20257
C -2.79743 1.49380 3.02464
C -1.51990 1.40923 2.49546
C 1.42228 -2.82385 1.13404
C 2.78582 -2.56461 1.25874
C 3.64606 -3.55612 1.70956
C 3.14855 -4.80532 2.05287
C 1.78649 -5.05951 1.96196
C 0.92581 -4.07189 1.50823
C -1.21634 -1.73737 1.36054
C -1.21299 -2.01909 2.72630
C -2.40918 -2.11943 3.41965
C -3.61430 -1.93431 2.75484
C -3.62258 -1.63946 1.39893
C -2.42591 -1.53973 0.70269
H -1.68493 -5.04077 -1.92847
H -1.79889 -4.09898 -0.44527
H -0.35505 -5.08042 -0.77936
H 0.82102 -4.43385 -3.84144
H 1.80207 -4.15597 -2.39444
H 1.67364 -2.89710 -3.62550
H -1.98094 -3.19324 -4.03899
H -1.47902 -1.51196 -3.87205
H -2.61768 -2.21929 -2.71447
H 2.51314 3.75735 -2.19930
H 1.68155 4.41427 -3.61468
H 2.17189 2.71252 -3.58074
H 0.57693 4.99404 -0.52791
H -1.11000 4.45962 -0.42698
H -0.57281 5.43709 -1.78951
H -1.34260 1.95875 -3.79228
H -1.18943 3.67435 -4.16741
H -2.21232 3.16508 -2.82782
H -0.29922 3.82174 2.16512
H 1.12937 5.57144 3.13785
H 3.56873 5.54447 2.74212
H 4.58227 3.73375 1.39442
H 3.15649 1.94776 0.45548
H -2.22984 2.09537 -0.74576
H -4.50253 2.28137 0.20495
H -4.86715 1.89049 2.61983
H -2.95695 1.30776 4.07886
H -0.68281 1.15670 3.13719
H 3.15876 -1.57963 1.00668
H 4.70442 -3.34923 1.79716
H 3.82018 -5.57775 2.40487
H 1.39232 -6.02537 2.25037
H -0.13651 -4.26904 1.46802
H -0.27381 -2.16611 3.24591
H -2.40121 -2.34642 4.47791
H -4.54850 -2.01864 3.29523
H -4.56020 -1.48466 0.88101
H -2.42704 -1.30762 -0.35610
Se 0.84481 0.02765 -3.99857
Se 2.96812 0.36198 -4.92676
Se 4.18986 -1.01363 -3.52365
Se 3.40614 -0.22927 -1.45229
```

Kohn-Sham gap (alpha / beta)   6.570 / 6.862 eV
Energy relative to the best compared isomer or geometry (same formula, charge and spin)   0.0000 eV
Net charge   0
Multiplicity   2
E   -13125.25340 Ha
HOMO energy (alpha / beta)   -7.29 / -7.32 eV